Density functional theory data (wB97M-V/def2-TZVPD) for a structure of composition C14H15AsF6N6OPdS in a non-equilibrium geometry.

The calculation puts the molar mass at 610.712 Da. The calculation puts the LUMO energy (spin up / spin down) at 2.692 / 2.604 eV. As for the spin multiplicity: 2. As for the net charge: -1. The calculation puts the energy above the lowest of the compared OMol25 structures with the same formula, charge and spin at 19.6 kcal per mole.

Geometry as XYZ:
```
45
Properties=species:S:1:pos:R:3:forces:R:3:nbo_charge:R:1
Pd -1.5600 -0.1665 -0.7775 -1.784 -0.379 1.246 0.84
As -1.2266 0.2528 -3.7458 0.825 0.677 -3.310 2.81
S -1.9208 -2.5095 -0.7669 0.177 0.428 -0.275 -0.27
F -2.2487 -0.6160 -4.8927 0.614 0.264 0.855 -0.62
F -2.6233 0.3087 -2.6441 0.766 -0.065 -0.205 -0.60
F -0.2346 1.1722 -2.6352 -0.586 -0.175 -0.631 -0.62
F -1.7705 1.7723 -4.4879 0.145 -0.781 0.737 -0.63
F 0.1173 0.2191 -4.8933 -0.723 -0.072 0.630 -0.63
F -0.6314 -1.2294 -3.0371 -0.442 0.479 -0.450 -0.62
O 4.4871 -3.1739 0.4513 0.081 0.134 0.033 -0.64
N -1.2802 -0.4336 1.0984 0.067 0.620 -0.237 -0.25
N -1.5244 1.8332 -0.1903 0.197 -0.514 0.176 -0.52
N 2.5816 -3.9468 -0.4500 -0.146 -0.170 -0.109 -0.81
N 1.0324 -0.0560 -0.6004 0.660 0.156 0.086 -0.44
N -1.5853 -3.9110 1.4778 -0.035 -0.274 0.108 -0.82
N -1.3064 -1.6280 1.6865 -0.081 -1.722 0.782 -0.41
C 1.7425 0.9393 -0.0741 -0.022 -0.332 -0.075 0.07
C -1.3700 4.2020 -0.3730 -0.042 -0.017 -0.012 -0.36
C 2.7791 -1.5840 -0.0053 0.025 0.728 0.132 -0.21
C 3.5128 -0.5292 0.5486 -0.241 -0.377 -0.140 -0.12
C 2.9821 0.7452 0.5192 0.016 0.042 -0.037 -0.27
C 1.5411 -1.2778 -0.5708 0.315 -0.112 0.081 0.08
C -0.9969 3.1683 1.7554 0.015 -0.002 0.034 -0.26
C -0.8592 0.5830 3.3102 -0.034 -0.038 -0.329 -0.66
C 3.3640 -2.9502 0.0287 0.042 -0.367 -0.056 0.66
C -1.0664 4.3023 0.9968 0.026 -0.128 0.053 -0.19
C -1.5869 -2.6418 0.9275 0.138 0.967 0.068 0.23
C -1.1149 0.6712 1.8310 0.045 0.297 0.395 0.13
C -1.2072 1.8981 1.1538 0.001 -0.080 0.177 0.09
C -1.5972 2.9471 -0.8999 -0.096 0.483 -0.509 0.09
H -0.8848 5.2714 1.4410 -0.004 0.043 0.076 0.20
H 4.4813 -0.7410 0.9777 0.041 -0.020 0.053 0.23
H 0.9206 -2.0312 -1.0451 -0.085 -0.004 0.033 0.21
H 0.0818 1.0703 3.5650 0.080 0.060 0.058 0.21
H 1.6252 -3.8064 -0.7217 -0.020 0.002 0.019 0.41
H 3.5180 1.5867 0.9329 0.059 0.045 0.031 0.21
H -1.8484 2.8480 -1.9535 0.074 -0.124 0.177 0.22
H -2.0976 -4.5846 0.9270 0.013 0.092 0.101 0.38
H 1.3087 1.9280 -0.1453 -0.104 0.092 0.014 0.20
H 2.9498 -4.8824 -0.4488 0.014 0.091 0.069 0.40
H -1.8229 -3.9256 2.4580 0.058 -0.013 0.013 0.38
H -1.4246 5.0769 -1.0003 -0.055 0.015 -0.092 0.21
H -0.7736 3.2228 2.8111 0.043 -0.017 0.043 0.21
H -1.6592 1.0699 3.8688 -0.031 0.017 0.100 0.21
H -0.8035 -0.4639 3.5922 -0.006 0.051 0.088 0.25
```
Forces are in eV/Å.



Density functional theory data (wB97M-V/def2-TZVPD) for a structure of composition C42H31N4S3SbV in a non-equilibrium geometry.

The calculation puts the molar mass at 860.643 Da. The calculation puts the LUMO energy (spin up / spin down) at -6.009 / -6.001 eV. As for the spin multiplicity: 2. As for the net charge: +2.

Geometry as XYZ:
```
82
Properties=species:S:1:pos:R:3:forces:R:3:mulliken_charge:R:1
Sb -0.8192 1.8047 -0.6862 -0.325 1.139 -0.629 1.23
V 0.8434 -0.1772 -0.0284 1.605 0.629 -1.505 0.21
S -1.4092 -3.4168 -4.1708 -0.099 -0.132 0.253 -0.02
S 0.6242 0.4258 6.9684 0.046 0.094 -0.317 -0.18
S 3.2099 -0.5121 0.7842 0.266 0.301 0.227 -0.57
N 2.1293 -2.4134 -0.6451 -0.140 0.049 0.140 -0.02
N -0.4950 -1.5909 -0.2818 -1.081 -1.236 0.144 0.91
N 3.9239 -3.0662 0.7111 -0.182 -0.063 -0.207 0.04
N 0.3296 -0.3165 1.8433 -0.310 -0.380 1.732 0.57
C -2.1586 -4.6803 -5.0370 0.035 0.045 -0.037 -0.37
C -1.5837 -3.3146 1.0299 0.114 0.268 -0.123 0.61
C 3.0838 3.4911 0.4082 0.046 -0.029 0.047 -0.82
C -1.4888 -3.1084 3.4522 -0.088 -0.115 0.003 -1.17
C -2.7984 -5.5566 -4.2162 0.007 -0.018 -0.175 -0.67
C 1.9058 2.5874 6.5268 0.053 0.073 0.147 -0.60
C -2.2882 3.2827 -1.1310 0.322 -0.358 0.125 0.15
C -1.9504 -4.0620 -2.6478 -0.001 -0.044 -0.509 0.53
C -0.8447 -2.1287 0.9122 -0.227 -0.280 0.120 -0.09
C -0.6381 1.8457 -3.8271 0.111 -0.053 -0.003 -0.64
C 1.5565 0.1308 -3.9591 0.135 -0.194 0.091 -0.93
C 1.4440 1.8030 7.5402 -0.015 -0.031 0.041 -0.35
C 2.7810 4.6464 1.1129 0.034 -0.020 0.013 -0.61
C -2.7546 5.3942 -2.1652 0.049 0.034 -0.035 -0.82
C -0.3073 -1.1174 4.4281 0.136 0.231 -0.037 -0.90
C 0.7196 0.4019 2.8861 -0.023 -0.048 0.128 -0.74
C 0.8880 0.8836 5.3150 0.138 0.153 0.467 0.35
C 2.7532 -4.7176 -0.4629 -0.076 0.009 -0.177 -1.03
C -0.0745 1.3619 -2.6523 -0.129 0.037 0.216 0.94
C 3.7650 -4.3637 0.3786 0.007 -0.086 -0.032 -0.18
C -1.9589 -3.9556 -0.1539 0.049 0.094 -0.155 -0.86
C -4.4973 4.2006 -1.0116 -0.055 -0.098 0.071 -0.53
C -0.8826 -2.2077 -1.3884 -0.159 -0.132 -0.090 -1.28
C 0.4325 4.2932 0.6974 -0.024 -0.080 0.088 -0.63
C 3.0789 -2.0932 0.2541 0.308 0.035 0.005 0.09
C -3.6037 3.1828 -0.7020 0.029 -0.037 -0.021 -0.67
C 2.0577 2.7398 -0.1507 -0.013 -0.041 -0.080 -0.40
C -1.8870 -3.7866 2.3521 -0.062 -0.090 0.129 -1.18
C 1.4588 5.0505 1.2460 -0.044 0.022 0.040 -0.71
C 1.0066 0.4800 -2.7356 -0.332 0.242 0.114 -0.13
C -1.8527 4.3869 -1.8595 -0.091 -0.006 0.033 -0.15
C -0.7373 -1.8889 3.3466 0.068 0.236 -0.299 0.56
C 1.5901 2.0638 5.2558 -0.159 -0.192 -0.186 -0.41
C 0.4191 0.0538 4.2175 -0.220 -0.307 -0.113 0.85
C -0.0871 1.5007 -5.0548 -0.035 0.018 -0.031 -0.66
C 1.0116 0.6554 -5.1217 -0.040 0.004 -0.015 -0.76
C 1.9737 -3.6782 -0.9914 0.141 0.112 0.008 0.16
C 0.7275 3.1301 -0.0076 -0.073 -0.189 -0.115 0.67
C -2.6780 -5.2063 -2.8530 0.050 0.109 0.204 -0.53
C -4.0746 5.3004 -1.7413 0.003 0.007 -0.004 -0.53
C -1.6119 -3.4121 -1.3891 0.001 0.079 0.350 0.95
C -0.4101 -1.4309 2.0636 -0.206 -0.139 0.397 -0.38
H 1.8642 2.5497 4.3295 0.029 0.029 0.023 0.50
H 2.4033 -0.5425 -4.0055 0.002 0.020 -0.008 0.53
H 3.5751 5.2369 1.5501 -0.005 0.019 -0.020 0.44
H 2.5840 -5.7436 -0.7489 0.073 -0.006 0.004 0.47
H -2.5199 -4.8799 -0.1038 0.007 -0.007 0.014 0.47
H 1.2181 -3.8794 -1.7438 -0.070 -0.049 0.074 0.59
H -4.7745 6.0902 -1.9790 0.004 0.002 -0.002 0.42
H -0.5953 4.6150 0.8124 -0.007 0.038 0.014 0.51
H -0.5471 -1.4328 5.4357 -0.008 -0.031 0.009 0.51
H -2.0899 -4.7037 -6.1132 -0.014 -0.013 0.017 0.46
H -3.3370 -6.4177 -4.5821 -0.007 -0.006 0.049 0.41
H 1.4716 0.0496 -1.8347 0.446 0.040 -0.657 0.19
H -0.5170 1.9013 -5.9637 0.005 -0.026 -0.004 0.46
H 2.3222 1.8826 -0.7670 0.027 0.026 -0.010 0.43
H -0.5967 -1.7448 -2.3264 0.056 0.058 0.025 0.41
H -0.8206 4.4641 -2.1796 0.005 0.047 -0.013 0.52
H -1.5026 2.4952 -3.7874 0.006 0.047 -0.018 0.53
H -1.7333 -3.4758 4.4408 -0.018 -0.010 -0.014 0.50
H 1.4391 0.3976 -6.0811 0.009 0.001 0.004 0.43
H 2.4538 3.5030 6.6907 -0.015 0.001 -0.021 0.41
H -3.9315 2.3228 -0.1317 -0.060 0.023 0.005 0.36
H 4.6793 -2.7816 1.3222 -0.029 0.008 0.072 0.30
H -2.4532 -4.7044 2.4488 -0.001 0.014 0.029 0.50
H 4.4674 -5.0730 0.7938 0.021 0.059 0.057 0.43
H -2.4206 6.2535 -2.7319 -0.035 0.007 0.005 0.42
H 1.5404 1.9598 8.6030 0.014 0.026 -0.021 0.46
H -3.1250 -5.7862 -2.0578 -0.004 0.013 -0.001 0.41
H 4.1130 3.1797 0.2794 -0.008 0.027 -0.001 0.46
H -5.5227 4.1241 -0.6746 -0.004 0.048 -0.028 0.42
H 1.3108 1.2831 2.6660 0.026 -0.022 -0.014 0.33
H 1.2231 5.9615 1.7808 0.007 -0.001 -0.006 0.44
```
Forces are in eV/Å.



Density functional theory data (wB97M-V/def2-TZVPD) for a cluster of 4 separate species, C19H31ClN2O11PS2 in total in a non-equilibrium geometry.

The calculation puts the molar mass at 594.021 Da. The calculation puts the LUMO energy at -3.638 eV. As for the net charge: +1.

Geometry as XYZ:
```
67
Properties=species:S:1:pos:R:3:forces:R:3:nbo_charge:R:1
Cl -1.5285 -7.9106 0.1547 1.219 1.161 0.028 -0.23
S -2.3014 -1.3911 1.4055 0.669 -1.191 -0.479 0.06
S -2.2670 -5.0436 1.9847 -0.339 -0.216 0.338 0.27
P -0.2552 -6.5408 -0.8073 1.453 -1.011 -0.860 1.11
O 1.3674 -6.9654 -0.4111 -2.518 1.285 -0.252 -0.96
O 3.3607 -3.9442 -3.7945 -0.320 -0.811 1.347 -0.47
O 2.9094 -1.7797 2.9538 -1.173 -0.876 -0.682 -0.72
O -4.6209 4.3948 2.9375 -0.206 0.710 -0.483 -0.59
O -6.1192 6.0360 2.4969 0.652 -0.509 -0.021 -0.48
O -1.6277 2.0974 0.8622 1.082 -0.383 -0.075 -0.49
O 0.4387 1.1831 0.6663 -0.492 0.899 0.517 -0.63
O 4.9400 -4.8155 -2.4646 -1.412 -0.210 0.229 -0.46
O 0.0798 2.9478 2.0452 -0.005 -0.948 -0.856 -0.48
O 2.7542 -5.2033 -2.0084 0.060 0.499 -0.120 -0.69
O -4.2595 5.8634 1.2476 -0.290 -0.509 0.651 -0.50
N -1.3335 -4.1714 0.8170 2.464 0.717 -2.913 -0.51
N 0.4891 -3.7944 -0.6634 -5.949 -0.226 2.721 -0.55
C 0.5456 -1.2016 -0.9613 0.356 -1.033 -0.624 -0.49
C -0.4484 -4.7777 -0.1408 1.673 1.889 2.713 0.11
C 2.7460 -1.0514 0.6072 1.065 -0.765 -0.653 -0.45
C 3.6099 -4.6981 -2.6949 0.665 0.159 -0.441 1.02
C -0.3020 2.0024 1.1469 0.149 -0.011 0.017 1.00
C -1.0801 4.4284 3.5722 0.500 0.105 0.176 -0.63
C -4.3159 7.9436 0.0082 0.450 -0.208 -0.153 -0.63
C 2.7420 -2.3202 1.5902 -0.439 0.732 0.680 -0.07
C -5.1151 6.8012 0.5976 0.210 1.006 -0.780 0.06
C -2.1871 2.9992 1.8148 -0.769 0.286 -0.088 -0.10
C -0.1110 -2.5106 -0.3366 -1.271 -0.044 1.538 0.23
C 5.6024 -4.3121 -3.6217 0.791 0.111 -0.159 -0.10
C -6.0336 7.2189 1.7089 -0.559 0.385 -0.009 -0.10
C 2.1697 -1.3318 -0.8644 -0.363 1.557 -0.039 -0.40
C -1.2839 -2.7131 0.6387 3.243 -0.365 -2.987 -0.05
C -4.9685 5.3419 2.2882 -0.033 -0.548 0.593 0.97
C -1.0116 3.8585 2.1722 -0.445 0.855 0.927 0.06
C 4.5993 -3.3399 -4.1664 0.643 0.617 -1.171 0.06
C 4.6835 -3.1559 -5.6662 -0.518 0.080 -0.166 -0.63
H -3.5856 -1.4515 0.8652 1.250 -0.588 -0.052 0.17
H -2.5766 2.4193 2.6569 0.082 0.144 0.024 0.19
H -1.3973 -5.6102 2.9469 -0.067 1.003 -1.433 0.17
H -7.0189 7.5117 1.3439 0.028 -0.158 0.162 0.21
H -0.2270 5.0879 3.7528 -0.118 -0.006 -0.043 0.23
H 1.7639 -2.9099 1.6099 1.185 0.776 -0.469 0.15
H -0.8693 4.6639 1.4433 -0.026 -0.124 -0.038 0.19
H 0.3115 -1.1610 -2.0954 0.111 -0.398 1.774 0.23
H -5.6288 8.0234 2.3310 0.088 -0.030 -0.134 0.19
H 2.2447 -0.1413 1.0786 0.475 -1.535 -0.636 0.26
H -3.6190 8.3562 0.7429 -0.212 -0.012 0.058 0.22
H 2.5636 -0.4715 -1.5328 -0.622 -1.429 0.997 0.23
H 1.9088 -6.4003 -1.0293 -0.142 -0.713 0.470 0.52
H -1.0251 3.6353 4.3230 -0.159 -0.015 -0.156 0.22
H 0.1555 -0.2141 -0.5244 0.667 -1.965 -0.348 0.32
H 5.6839 -2.8437 -5.9722 -0.058 -0.008 0.122 0.24
H 3.9677 -2.3975 -5.9936 0.157 -0.009 0.032 0.23
H 4.6690 -2.3697 -3.6626 -0.028 -0.122 0.077 0.19
H -5.6596 6.2737 -0.1932 -0.027 -0.015 0.127 0.19
H -2.9994 3.5734 1.3722 0.136 -0.251 -0.045 0.23
H -4.9692 8.7416 -0.3506 -0.016 -0.113 0.034 0.23
H 6.5421 -3.8300 -3.3504 -0.137 -0.144 0.180 0.22
H -3.7107 7.5874 -0.8295 -0.133 0.077 0.013 0.23
H 2.5581 -2.2958 -1.3535 -0.568 1.238 0.853 0.18
H 3.5868 -3.0659 1.4069 -1.033 1.162 0.051 0.19
H 4.4215 -4.0787 -6.1911 0.158 -0.007 0.150 0.23
H -1.9984 4.9991 3.7236 0.029 -0.105 -0.119 0.24
H 1.3634 -4.0485 -1.1556 -0.674 0.282 -0.083 0.49
H 5.8111 -5.1488 -4.2952 -0.107 0.101 -0.021 0.20
H 3.8596 -0.7631 0.4663 -1.747 -0.426 0.325 0.22
H 2.0059 -1.8155 3.3509 1.267 0.201 -0.334 0.47
```
Forces are in eV/Å.